# C86H194Cl2NO7P5

A 10-piece molecular cluster, C86H194Cl2NO7P5 overall at a distorted geometry (ωB97M-V/def2-TZVPD, the Open Molecules 2025 dataset).

```
295
Properties=species:S:1:pos:R:3:forces:R:3
C -0.254 0.436 -1.039 -0.02 -0.53 -1.70
C -0.107 0.604 0.402 -0.23 0.22 1.81
C -1.437 0.217 1.057 0.02 -0.27 0.42
O -1.422 0.778 2.385 -1.24 -0.48 -1.19
C -2.756 0.806 2.911 0.85 -0.87 0.34
N 0.896 -0.331 0.979 0.85 -0.60 0.69
H 0.833 -0.386 2.008 -0.20 0.38 0.64
H 0.680 -1.324 0.714 0.36 0.81 -0.36
H 1.926 -0.008 0.841 -0.80 -0.40 -0.67
H -0.955 1.214 -1.335 -0.21 -0.33 -0.49
H -0.638 -0.583 -1.218 -0.23 0.38 -0.21
H 0.640 0.516 -1.659 0.27 0.19 0.33
H 0.150 1.646 0.694 -0.03 -0.74 -0.14
H -1.453 -0.907 1.081 -0.10 0.62 0.24
H -2.332 0.477 0.421 0.77 0.46 0.76
H -2.663 1.223 3.921 -0.21 0.04 -0.32
H -3.157 -0.233 3.014 0.18 0.55 -0.12
H -3.385 1.404 2.253 -0.03 0.00 0.17
C 1.426 4.719 -6.349 0.81 -0.79 -0.28
C 2.923 4.983 -6.028 -1.33 0.97 0.22
C 3.807 3.912 -6.554 0.75 -0.43 -1.01
C 5.244 4.346 -6.403 1.46 -0.75 0.84
P 6.493 2.990 -6.402 -0.78 1.77 -0.22
C 8.120 3.715 -6.438 1.22 0.73 -0.30
C 8.399 4.682 -5.281 0.08 -0.52 0.42
C 9.838 5.166 -5.190 0.87 -0.37 -1.01
C 10.042 5.998 -3.927 1.02 -0.08 -1.18
C 6.451 2.040 -7.838 0.06 -2.02 -1.93
C 5.160 1.201 -8.117 0.95 0.27 0.84
C 5.470 -0.200 -8.635 -1.19 -0.44 0.65
C 5.947 -0.214 -10.032 -0.18 -0.36 -1.13
C 6.273 1.785 -5.161 0.04 -0.80 1.66
C 5.747 2.179 -3.772 0.23 -0.74 0.77
C 6.028 1.017 -2.740 -0.43 1.79 -0.51
C 5.741 -0.349 -3.243 0.03 -1.10 -0.77
H 1.276 4.664 -7.454 0.07 -0.08 0.83
H 0.833 5.526 -5.977 -0.52 0.51 0.24
H 1.064 3.773 -5.869 0.34 0.72 -0.48
H 3.096 5.050 -4.945 -0.27 -0.07 -0.06
H 3.227 5.998 -6.395 -0.22 -0.86 -0.05
H 3.648 3.688 -7.615 -0.25 0.30 0.01
H 3.639 2.954 -6.086 -0.26 -0.31 0.61
H 5.420 4.930 -5.484 -0.14 -0.30 -0.10
H 5.554 4.991 -7.202 0.13 0.47 -0.58
H 8.235 4.218 -7.440 -0.19 -0.37 0.85
H 8.917 2.934 -6.409 -0.75 0.20 -0.09
H 8.109 4.163 -4.339 0.36 0.30 -0.35
H 7.796 5.572 -5.312 -0.65 0.35 -0.25
H 10.161 5.708 -6.137 -0.63 -0.36 1.09
H 10.540 4.293 -5.172 -0.58 0.47 0.17
H 9.612 5.465 -3.115 -0.05 -0.52 1.02
H 9.558 6.962 -3.949 -0.04 0.37 -0.25
H 11.131 6.113 -3.816 -0.47 0.23 0.44
H 7.327 1.357 -7.706 -0.59 0.20 0.02
H 6.736 2.598 -8.717 -0.03 0.48 -0.26
H 4.463 1.822 -8.678 0.08 -0.39 -0.59
H 4.654 1.037 -7.186 -0.42 0.06 0.70
H 4.512 -0.749 -8.634 0.26 0.07 0.21
H 6.118 -0.769 -7.938 -0.11 0.58 -0.22
H 6.307 -1.170 -10.362 0.02 -0.74 0.02
H 6.777 0.430 -10.211 0.55 0.90 -0.19
H 5.103 0.025 -10.685 0.31 0.30 -0.15
H 7.282 1.392 -5.037 0.30 -0.20 0.03
H 5.688 0.934 -5.549 0.17 0.52 0.05
H 4.668 2.310 -3.840 -0.10 0.30 0.06
H 6.223 3.094 -3.373 -0.35 -0.23 -0.35
H 5.456 1.210 -1.818 0.25 0.04 -0.39
H 7.078 1.065 -2.490 0.41 0.08 0.28
H 5.871 -0.994 -2.380 -0.11 -0.47 -0.25
H 6.414 -0.664 -4.055 0.25 0.08 0.35
H 4.750 -0.508 -3.678 -0.17 0.25 0.48
C -11.088 2.459 0.925 0.08 -0.42 -0.47
C -10.903 3.709 1.797 0.89 0.01 -0.82
C -9.398 4.195 1.683 -1.01 -0.56 0.42
C -8.493 3.246 2.484 0.05 -0.34 -0.19
P -6.703 3.527 2.361 -0.35 -1.05 1.39
C -6.251 3.279 0.699 0.93 1.00 -0.82
C -6.295 1.864 0.158 -0.85 -0.19 0.17
C -6.819 1.810 -1.282 -0.21 0.43 0.15
C -7.485 0.463 -1.526 0.06 -0.23 -0.16
C -6.359 5.192 2.928 -0.81 -0.30 -1.59
C -4.900 5.539 2.990 0.05 1.61 0.93
C -4.825 6.973 3.570 0.42 0.54 -0.42
C -5.480 8.006 2.677 -1.29 0.00 -1.31
C -5.820 2.319 3.421 -0.63 0.64 -0.22
C -5.808 2.686 4.921 0.39 0.77 -0.86
C -5.046 1.688 5.741 1.09 -0.76 -0.34
C -5.479 0.248 5.552 -1.52 -0.10 -0.54
H -10.744 2.555 -0.124 -0.40 0.66 0.36
H -12.124 2.112 0.900 0.12 0.06 0.04
H -10.470 1.613 1.226 -0.13 -0.07 0.59
H -11.222 3.531 2.834 0.45 -0.15 -0.13
H -11.584 4.494 1.461 0.22 0.06 -0.22
H -9.324 5.211 2.065 0.15 0.11 -0.01
H -9.089 4.182 0.632 -0.24 0.14 0.08
H -8.694 2.190 2.194 0.25 0.62 0.19
H -8.734 3.342 3.532 -0.16 -0.11 0.51
H -5.212 3.657 0.597 -0.51 -0.13 0.09
H -6.890 3.975 0.160 -0.26 -0.02 -0.36
H -6.940 1.207 0.778 0.25 0.24 -0.17
H -5.288 1.466 0.186 0.24 -0.22 0.15
H -5.957 1.971 -1.944 -0.35 0.00 -0.05
H -7.550 2.656 -1.458 0.69 -0.93 0.09
H -7.711 0.330 -2.578 -0.17 -0.08 -0.19
H -8.418 0.384 -0.959 0.05 0.04 -0.07
H -6.859 -0.394 -1.224 -0.03 0.45 -0.07
H -6.911 5.365 3.854 0.08 0.05 0.04
H -6.821 5.795 2.116 -0.02 -0.12 0.63
H -4.407 5.469 2.027 -0.03 0.04 -0.19
H -4.379 4.879 3.642 0.56 -0.65 0.48
H -3.810 7.333 3.731 0.34 -0.48 -0.14
H -5.269 7.092 4.563 -0.24 -0.60 -0.02
H -5.513 8.971 3.156 0.12 0.40 0.09
H -6.536 7.768 2.423 0.39 0.10 0.56
H -5.071 8.129 1.656 0.49 -0.14 0.64
H -4.810 2.404 3.037 0.28 -0.25 -0.16
H -6.251 1.328 3.176 0.37 0.40 0.30
H -6.805 2.669 5.310 -0.87 0.29 0.17
H -5.406 3.737 5.011 -0.36 -1.13 0.18
H -5.064 1.926 6.771 -0.77 0.43 1.30
H -3.966 1.724 5.624 0.18 0.15 -0.80
H -6.589 0.091 5.566 0.74 0.39 -0.02
H -5.109 -0.350 6.336 0.52 -0.69 1.13
H -5.119 -0.239 4.651 0.13 0.25 -0.42
C 0.349 -8.251 1.652 -0.11 1.51 -0.67
C -0.706 -7.125 1.649 -0.33 0.19 1.52
C -2.044 -7.542 1.043 0.73 0.86 -0.07
C -2.932 -6.365 0.623 -0.29 -0.19 -0.01
P -3.717 -5.332 1.926 -0.38 -0.80 -0.15
C -4.786 -6.370 2.935 -0.34 -1.26 0.91
C -4.052 -7.335 3.900 -0.28 -0.76 0.89
C -4.987 -8.436 4.456 -0.96 0.02 -0.22
C -5.446 -9.469 3.428 0.70 0.63 -0.60
C -2.498 -4.436 2.881 0.47 1.24 0.06
C -2.855 -3.124 3.685 -1.69 -1.16 -1.48
C -3.697 -3.451 4.916 -0.13 0.18 0.74
C -2.953 -4.339 5.914 -1.23 -0.48 0.29
C -4.822 -4.135 1.193 0.43 -0.91 -1.15
C -4.110 -3.521 -0.023 0.63 1.91 0.62
C -4.623 -2.077 -0.407 0.52 -0.91 1.06
C -3.938 -1.600 -1.665 -0.58 0.69 -0.94
H 0.048 -9.208 2.016 -0.34 -0.44 0.56
H 1.251 -7.891 2.117 0.27 -0.08 0.74
H 0.681 -8.385 0.641 -0.16 -0.32 -0.77
H -0.378 -6.289 1.011 0.30 -0.06 0.39
H -0.835 -6.711 2.706 0.18 -0.50 -1.33
H -2.576 -8.292 1.572 -0.47 -0.61 0.81
H -1.760 -8.018 0.132 -0.01 -0.48 -0.98
H -3.698 -6.795 -0.064 0.09 0.69 0.56
H -2.308 -5.675 0.055 -0.05 0.20 -0.16
H -5.553 -6.970 2.392 0.68 0.75 -0.30
H -5.346 -5.707 3.600 -0.12 0.19 -0.25
H -3.744 -6.714 4.753 0.49 -0.47 -0.34
H -3.236 -7.913 3.454 0.26 0.73 0.02
H -5.883 -7.953 4.861 0.01 0.02 0.08
H -4.626 -9.085 5.269 0.68 0.92 -0.01
H -4.573 -9.967 2.978 -0.20 -0.13 0.28
H -5.980 -9.028 2.577 -0.26 -0.21 0.31
H -6.045 -10.178 3.977 -0.36 -0.42 -0.36
H -1.808 -4.028 2.115 0.17 -0.82 0.12
H -2.013 -5.129 3.564 0.34 -0.07 -0.25
H -3.470 -2.488 3.009 0.59 -0.11 0.37
H -1.885 -2.644 3.799 -0.15 0.22 0.69
H -4.715 -3.815 4.678 0.56 -0.36 -0.41
H -3.977 -2.555 5.468 0.36 0.41 -0.06
H -2.661 -5.330 5.571 0.19 0.18 -0.29
H -3.536 -4.541 6.822 -0.11 0.22 -0.21
H -2.105 -3.793 6.228 1.23 0.36 0.36
H -4.989 -3.422 1.991 -0.60 0.20 -0.02
H -5.692 -4.746 0.894 -0.12 0.75 0.31
H -4.116 -4.201 -0.873 -0.26 0.08 -0.10
H -3.042 -3.374 0.232 -0.35 -0.21 -0.26
H -4.328 -1.303 0.342 -0.17 -0.87 0.11
H -5.708 -2.139 -0.334 -0.23 0.37 -0.77
H -4.105 -2.227 -2.563 0.31 0.10 0.56
H -2.886 -1.452 -1.437 0.28 -0.57 -0.20
H -4.242 -0.583 -1.953 -0.33 -0.18 0.11
C -1.261 -7.067 -2.579 0.50 -1.87 -0.10
C -0.702 -6.009 -3.507 -1.92 -1.11 -0.03
C 0.739 -5.799 -3.380 1.69 0.10 -0.46
C 1.155 -5.395 -1.950 -0.01 -0.63 -0.22
P 2.886 -4.985 -1.706 0.09 0.22 -0.44
C 4.017 -6.393 -1.965 -0.50 -0.11 -0.47
C 4.121 -7.477 -0.869 2.12 -0.47 0.28
C 3.949 -8.937 -1.389 0.40 -0.03 -0.78
C 2.432 -9.165 -1.545 0.41 0.56 1.32
C 3.017 -4.170 -0.138 -1.18 1.12 -0.24
C 4.384 -3.702 0.210 2.20 -0.59 -2.39
C 4.570 -3.406 1.655 -0.60 0.61 0.60
C 6.018 -3.224 2.012 0.57 0.69 0.18
C 3.366 -3.919 -3.076 1.19 -1.07 0.28
C 2.517 -2.774 -3.409 -0.61 3.04 0.14
C 2.831 -2.260 -4.826 -1.28 -0.36 -0.50
C 2.137 -0.935 -5.231 0.65 -0.24 -0.94
H -0.857 -6.964 -1.561 -0.46 -0.05 -0.20
H -0.976 -8.103 -2.954 -0.05 1.08 0.54
H -2.350 -7.101 -2.577 -0.01 0.31 0.20
H -1.270 -5.119 -3.339 -0.22 0.93 -0.02
H -0.917 -6.378 -4.504 -0.08 0.34 -0.40
H 1.020 -5.078 -4.148 0.19 0.51 0.30
H 1.219 -6.707 -3.777 0.27 -0.07 0.67
H 0.982 -6.253 -1.282 0.00 0.19 0.00
H 0.517 -4.571 -1.540 0.57 -0.41 -0.29
H 5.009 -5.990 -2.218 -0.31 0.08 0.19
H 3.629 -6.757 -2.946 0.21 -0.26 0.62
H 3.467 -7.258 -0.013 -0.03 -0.25 -0.27
H 5.179 -7.415 -0.458 -1.24 0.13 -0.31
H 4.467 -9.695 -0.759 -0.75 0.69 0.18
H 4.550 -9.083 -2.347 -1.04 0.52 0.78
H 2.114 -10.124 -1.894 0.02 -0.64 -0.32
H 2.024 -8.399 -2.201 -0.17 0.06 -0.18
H 1.971 -9.004 -0.532 0.41 -0.26 -1.02
H 2.660 -4.793 0.663 -0.54 -0.54 0.22
H 2.291 -3.324 -0.240 0.29 -0.53 0.24
H 4.705 -2.863 -0.484 -0.37 -0.74 1.06
H 5.069 -4.566 -0.076 -0.31 0.83 0.47
H 4.111 -4.227 2.224 0.17 0.17 0.12
H 4.000 -2.494 1.907 0.14 -0.30 0.02
H 6.580 -4.141 2.014 0.20 -0.54 -0.22
H 6.160 -2.793 2.988 -0.23 0.03 0.68
H 6.517 -2.502 1.365 -0.12 -0.22 -0.36
H 3.378 -4.656 -3.891 0.17 0.15 -0.18
H 4.403 -3.552 -2.935 -0.36 -0.44 0.04
H 2.700 -1.942 -2.681 0.08 -0.70 -0.59
H 1.449 -2.910 -3.305 -0.40 -0.56 -0.15
H 2.429 -3.014 -5.558 0.52 0.40 0.56
H 3.905 -2.221 -4.981 0.24 0.12 -0.02
H 2.525 -0.016 -4.771 0.08 -0.36 0.19
H 1.069 -0.986 -5.016 -0.02 0.01 -0.09
H 2.284 -0.828 -6.344 -0.36 0.06 1.02
C -1.744 3.283 6.086 0.81 2.12 0.19
C -1.109 3.691 4.744 -0.59 -0.89 -0.64
C 0.209 2.935 4.573 -0.31 -0.46 -1.29
C 0.848 2.841 3.151 0.06 0.42 0.01
P 2.173 4.008 2.872 0.56 0.80 1.45
C 1.794 5.784 3.290 -0.02 -0.66 0.46
C 0.675 6.494 2.476 0.33 -1.35 -0.34
C -0.143 7.439 3.282 0.90 1.19 2.30
C -1.277 8.087 2.610 -1.70 0.31 -3.34
C 2.971 3.918 1.270 -1.47 -1.25 -1.88
C 2.166 4.344 -0.029 -0.46 0.61 1.05
C 2.836 3.940 -1.354 2.25 0.37 1.44
C 1.978 3.571 -2.513 -1.09 0.32 0.09
C 3.467 3.538 4.094 1.13 -0.08 -2.41
C 4.129 2.190 3.723 0.96 -0.50 1.00
C 5.336 2.077 4.716 0.96 -0.80 -0.86
C 4.914 1.990 6.151 -0.14 0.19 0.96
H -2.770 3.643 6.125 -0.18 -0.19 0.10
H -1.205 3.815 6.915 -0.39 -0.76 -0.49
H -1.677 2.223 6.204 -0.09 -0.66 0.28
H -0.988 4.766 4.649 -0.01 0.24 0.13
H -1.839 3.391 3.939 0.89 0.25 0.41
H 0.035 1.884 4.752 -0.28 -0.42 0.35
H 0.964 3.184 5.298 0.22 0.47 0.48
H 0.132 3.001 2.328 -0.07 -0.46 0.38
H 1.360 1.838 3.144 -0.53 0.61 -0.41
H 2.726 6.322 3.166 0.40 0.00 -0.10
H 1.682 5.744 4.411 -0.48 0.17 -1.00
H 0.065 5.711 1.992 -0.21 0.36 0.17
H 1.127 7.055 1.665 0.26 -0.02 -0.28
H 0.551 8.255 3.713 -0.93 -1.20 -0.41
H -0.600 6.923 4.122 0.39 -0.28 0.48
H -1.922 7.335 2.037 0.75 0.68 0.89
H -0.946 8.768 1.790 -0.09 -0.26 0.55
H -1.967 8.670 3.221 0.32 -0.10 0.32
H 3.174 2.882 0.977 0.38 -0.28 0.98
H 3.890 4.421 1.448 1.00 0.62 -0.34
H 2.143 5.417 0.010 -0.60 0.70 -0.15
H 1.125 3.974 0.077 0.47 0.12 -0.21
H 3.447 3.076 -1.047 0.05 -0.01 -0.58
H 3.567 4.767 -1.580 -0.53 -0.78 -0.09
H 2.486 3.146 -3.363 0.49 -0.40 -0.09
H 1.415 4.400 -2.928 -0.17 0.41 0.11
H 1.246 2.875 -2.127 -0.31 -0.47 -0.27
H 3.088 3.385 5.067 -0.81 0.23 1.02
H 4.300 4.271 4.153 -0.77 0.03 -0.15
H 4.529 2.031 2.707 -0.40 0.68 0.18
H 3.416 1.364 3.896 0.27 0.19 0.04
H 6.031 2.905 4.576 -0.03 0.24 -0.26
H 5.944 1.187 4.487 -0.34 0.07 -0.19
H 5.567 1.525 6.904 0.31 -0.22 -0.80
H 4.029 1.375 6.082 -0.71 0.08 0.84
H 4.779 2.982 6.602 -0.70 -0.15 -0.23
Cl -0.614 -3.382 -0.047 0.12 0.27 0.19
Cl 1.337 -0.371 4.363 0.02 -0.01 -0.47
O -2.894 2.896 -0.791 4.50 1.02 0.83
C -2.583 3.380 0.523 -1.80 0.26 -0.09
O -3.548 3.333 1.294 0.11 -0.07 0.87
O -1.446 3.846 0.686 0.58 -0.33 -0.23
H -1.872 3.091 -0.962 -2.75 -0.80 -1.24
O 5.345 -0.603 0.280 -1.74 0.54 -1.19
C 3.991 -0.212 -0.317 1.07 1.06 4.04
O 3.333 0.616 0.421 1.18 -1.00 -1.11
O 3.705 -0.777 -1.334 -0.10 -0.39 -0.76
H 5.460 -0.272 1.190 -0.62 0.17 -0.60
```
Positions in Å, forces in eV/Å.

The value obtained for the total energy is -6601.37019 hartree. For the gap between HOMO and LUMO, the calculation gives 7.53 eV. Its total charge is +2. Its strongest force on any atom is 0.0912 Eh/bohr.

Atom charges from the Mulliken analysis, given in e for atoms 1 to 2: atom 1 (C): -1.23, atom 2 (C): 2.16